{"formula": "C42H42F14O42", "method": "ωB97M-V/def2-TZVPD", "orbital_gap_ev": 11.27, "e_homo_ev": -11.23, "mol_weight_g_mol": 1484.7, "energy_ev": -168277.39167, "de_lowest_kcal_mol": 18.41, "elements": ["F", "F", "F", "F", "F", "F", "F", "F", "F", "F", "F", "F", "F", "F", "O", "O", "O", "O", "O", "O", "O", "O", "O", "O", "O", "O", "O", "O", "O", "O", "O", "O", "O", "O", "O", "O", "O", "O", "O", "O", "O", "O", "O", "O", "O", "O", "O", "O", "O", "O", "O", "O", "O", "O", "O", "O", "C", "C", "C", "C", "C", "C", "C", "C", "C", "C", "C", "C", "C", "C", "C", "C", "C", "C", "C", "C", "C", "C", "C", "C", "C", "C", "C", "C", "C", "C", "C", "C", "C", "C", "C", "C", "C", "C", "C", "C", "C", "C", "H", "H", "H", "H", "H", "H", "H", "H", "H", "H", "H", "H", "H", "H", "H", "H", "H", "H", "H", "H", "H", "H", "H", "H", "H", "H", "H", "H", "H", "H", "H", "H", "H", "H", "H", "H", "H", "H", "H", "H", "H", "H"], "coordinates": [[5.7650, -1.2578, 1.0716], [1.3962, 8.0063, 0.6776], [-2.0726, 2.2205, 2.8675], [2.1900, 2.7676, -3.4860], [-0.1712, 4.3781, 8.0483], [0.5656, 2.2219, -5.7838], [-4.5889, -2.7753, 3.2976], [-3.6921, 1.9671, -2.6007], [-0.9359, -4.3333, 4.3455], [-1.3243, -6.2910, -1.3863], [1.3121, -1.4022, -3.7764], [-3.3816, -4.2673, -2.8851], [5.1623, 2.7507, 3.7428], [0.8055, 1.1672, 1.1840], [0.0809, -4.9541, -5.2286], [-0.8812, -0.5937, -1.6074], [2.2821, 5.4005, 1.2313], [2.3827, -0.8172, -7.5905], [-1.5676, -7.0422, 2.6320], [-3.7351, -0.9138, 1.2536], [3.5084, 6.0323, 3.0675], [-0.7734, -0.2286, 0.6402], [-6.9864, 1.0318, -4.6094], [3.8691, 1.0506, 3.1055], [3.3860, 7.3448, 1.2070], [2.0987, 2.9075, -0.6066], [-3.5417, -2.4267, -0.3281], [-5.2005, -0.2316, -4.0807], [-1.8577, -1.2056, -5.4886], [3.8744, 1.7462, -0.0303], [-0.8567, 0.5868, -6.3768], [-1.2037, 4.7213, -0.3564], [-0.8974, 0.5033, 7.6917], [2.7923, 1.3317, -1.9054], [-2.2454, -6.1817, 0.6579], [2.1061, 1.8351, 4.1469], [2.1996, -0.3163, 3.7727], [0.3001, -2.0282, 5.6296], [-1.8739, 4.1235, 1.6950], [4.8147, -3.2665, 0.7262], [0.9686, -0.9871, -0.5081], [-2.0725, -4.6296, -5.7456], [0.4987, 2.2804, 7.7283], [3.5699, -0.9928, -5.7225], [-2.9032, 3.2609, -0.0626], [1.6898, -2.1295, -5.9091], [-1.9259, 0.7960, -4.4365], [-5.8806, 1.3673, -2.7099], [-1.3736, -4.0483, -3.7381], [-1.2060, 2.2095, 6.3625], [-0.2647, -2.4111, 3.4910], [-0.2510, -5.6109, 1.5221], [-0.8753, -0.4703, 4.5003], [-2.8983, -2.9121, 1.8499], [2.7489, -3.9790, 0.1694], [3.9551, -2.6815, -1.2344], [-1.5829, -0.0841, -5.4309], [3.0395, 1.9802, -0.7982], [-1.9572, 4.1077, 0.3044], [1.3101, -1.0591, 0.9112], [0.4187, 3.5846, 7.1788], [-3.3494, -2.3202, 3.0719], [-2.7691, 3.2433, 2.2612], [3.6903, -3.4027, -0.1219], [5.7485, -2.3926, 0.2595], [4.0436, 2.4557, 3.0553], [2.8068, 2.9945, 3.6881], [1.7097, 1.9149, -2.6087], [-3.4189, -0.8517, 2.6763], [-4.3181, -0.2920, -2.9596], [2.4906, -1.2533, -6.5308], [0.9488, -3.2428, 5.2691], [-3.4020, -2.1404, 0.8032], [-3.1074, -3.8441, -5.1905], [0.1964, -3.6421, 4.0435], [2.0925, 5.9596, -0.0420], [-1.5827, -5.4702, -0.4018], [-6.1266, 0.7358, -3.8724], [2.0331, -2.2778, -4.5654], [3.0847, 6.2253, 1.9733], [3.4922, -1.7855, -4.5342], [0.3501, -0.0521, 1.4755], [-0.5725, 1.4806, 7.2833], [-0.3127, -4.9165, 0.2557], [-2.6619, -3.5550, -3.7874], [-1.4318, -6.2972, 1.7365], [-0.2857, -1.4779, 4.5183], [-4.5981, 0.9897, -2.2231], [-0.7617, 1.8946, -6.0663], [-0.4581, 3.3375, 5.9571], [1.0230, 2.6316, -1.5051], [-0.3041, -0.6490, -0.5929], [-0.9909, -4.6344, -4.9522], [2.4668, 7.4279, 0.1950], [5.2265, -1.9896, -1.1384], [-1.6412, 2.1365, -4.8603], [2.6734, 0.7203, 3.6665], [-3.5539, 2.6811, 1.0227], [-4.0640, -4.4059, -5.2694], [0.6161, -5.2121, -0.2591], [3.6858, -1.1406, -3.6896], [-2.4644, -0.3518, 2.8225], [1.4416, 3.9562, 7.0640], [1.1297, 1.1206, -3.0827], [6.7718, -2.8069, 0.3137], [-0.3554, -3.8076, 0.3154], [-3.2587, -0.3367, -3.1394], [4.1285, -2.6694, -4.5310], [-1.0116, 2.5636, -6.8726], [1.2238, -2.1142, 1.2015], [0.8418, -4.2448, 3.3905], [-4.4863, 0.8679, -1.1527], [-3.1301, -2.9300, -5.7834], [5.9768, -2.3152, -1.8906], [-4.2321, -0.3036, 3.1218], [0.8133, -3.9724, 6.0663], [1.0848, 5.8397, -0.4439], [-2.5674, -2.5551, 3.7891], [-1.1374, 2.6686, -4.0478], [0.1177, 3.1480, 5.0220], [1.8663, -3.2850, -4.1703], [-1.2258, 4.0837, 5.7735], [0.4769, 3.5567, -1.7505], [2.8214, 8.0233, -0.6648], [2.1909, 3.5285, 2.9566], [-4.5929, 3.0334, 1.1243], [-3.4254, 3.7086, 3.0028], [2.8207, 5.4409, -0.7036], [4.1838, 2.7547, 2.0243], [-2.2326, -4.6477, -0.7061], [-3.4664, 1.5760, 0.9167], [2.2852, -0.6014, 1.0335], [0.1817, -0.0949, 2.5612], [1.9786, -3.1825, 4.9170], [-2.7223, -2.5061, -3.5424], [-2.4670, 2.7346, -5.1872], [0.3699, 1.8617, -1.0586], [4.9612, -0.9500, -1.2096], [3.0175, 3.5989, 4.5460], [-4.6893, -1.1265, -2.3533]], "atomic_forces_ev_per_a": [[-0.06, -0.50, -0.24], [-2.54, 1.81, 0.94], [-0.04, 0.24, 0.09], [0.86, 1.10, -1.66], [-1.18, 1.37, 1.41], [-0.22, -0.42, 0.17], [-0.40, -0.53, 0.80], [-0.29, 0.06, 0.03], [-0.18, -0.41, 0.02], [0.28, -1.29, -1.41], [-0.58, 0.01, -0.26], [-0.70, -0.24, 0.60], [0.49, 0.20, 0.50], [0.96, 1.93, -0.04], [2.79, -1.21, -0.38], [-1.75, 0.08, -1.41], [0.21, 0.16, 1.72], [-0.83, 1.07, -2.81], [-0.68, -0.16, 1.11], [0.34, -0.29, 1.02], [-0.42, -0.19, -0.68], [-0.68, -0.37, 0.02], [-1.08, 0.07, -0.77], [-0.32, -0.70, -0.45], [0.84, -0.45, 1.27], [-0.79, 1.00, 0.27], [0.39, -1.12, -0.97], [0.41, 0.22, -0.53], [-0.47, -2.27, 0.14], [2.93, -0.75, 1.96], [-0.35, -1.20, -0.43], [0.24, 0.49, -0.98], [-1.95, -7.57, 3.14], [0.30, -1.63, -2.05], [0.33, 0.57, -0.14], [-0.60, 0.31, 0.01], [-1.51, -4.83, 0.06], [0.42, 0.93, -0.75], [-0.05, 0.59, -0.29], [-1.08, -1.17, 0.27], [0.86, -0.63, 1.01], [0.59, -0.82, -0.46], [0.21, -0.41, 0.09], [0.15, -0.36, 0.22], [0.01, 0.50, -1.49], [-1.40, -0.77, 0.58], [-0.36, -0.16, -0.59], [0.92, 0.36, 1.72], [1.51, 0.02, -0.25], [-0.72, -0.41, -1.31], [0.90, 0.25, 0.27], [-0.95, 0.84, -0.08], [-0.46, 1.60, -0.41], [-0.67, 0.43, -1.07], [-3.28, -2.05, 0.67], [0.08, -0.46, -0.29], [0.68, 3.21, 0.47], [-2.33, 1.00, -0.26], [0.35, -0.68, 2.02], [0.61, 0.22, -0.82], [1.04, -1.85, -0.87], [1.08, 0.91, -1.67], [-0.57, -1.23, -0.85], [4.99, 3.20, -0.42], [0.22, 1.38, -0.23], [0.29, -0.64, -0.59], [-1.00, 0.11, -0.03], [-0.38, -0.92, 0.71], [-0.03, 0.09, -0.64], [-1.21, -0.39, 1.10], [2.01, -0.65, 2.74], [-0.62, -0.28, -0.24], [0.09, 0.79, 1.47], [-1.01, -0.04, -1.12], [-0.17, -0.35, -0.37], [1.20, -0.04, -1.74], [-0.51, 1.77, 2.10], [1.27, -0.45, -0.10], [1.12, 0.62, 0.59], [0.17, 0.22, -0.66], [-0.89, -0.25, -0.42], [-0.78, -1.72, 0.41], [2.69, 8.39, -2.27], [0.59, -0.60, 0.03], [-0.07, -0.45, -0.24], [1.62, -0.26, -1.69], [0.65, -2.99, 1.44], [-0.07, 0.02, -0.86], [1.25, 2.17, 0.41], [-0.04, 0.17, -0.58], [-1.00, -0.15, 0.73], [0.72, 0.76, 1.10], [-3.68, 2.09, 1.12], [0.73, -1.50, -1.82], [0.25, -1.03, 0.26], [1.05, -0.57, 0.38], [2.28, 5.10, 0.09], [-0.21, -0.42, 1.70], [0.65, 0.45, 0.28], [-0.60, 0.27, -0.13], [0.00, -0.02, 0.27], [-0.07, 0.02, -0.03], [-0.17, -0.19, -0.47], [0.17, 0.04, -0.10], [-0.60, 0.07, -0.13], [-0.01, -0.69, 0.50], [0.11, -0.33, -0.66], [0.48, 0.24, -0.34], [-0.18, -0.17, -0.65], [0.06, 0.58, 0.39], [-0.70, 0.37, -0.44], [-0.67, 0.30, 0.23], [-0.38, -0.14, 0.16], [-0.97, 0.15, 0.07], [-0.15, 0.03, 0.47], [0.17, 0.14, -0.02], [0.02, -0.06, 0.51], [-0.76, -0.29, 0.47], [0.04, -0.19, -0.23], [-0.34, -0.07, 0.73], [-0.21, 0.19, -0.54], [0.40, 0.51, 0.06], [0.32, -0.54, 0.02], [0.23, -0.50, 0.43], [0.06, -0.08, 0.26], [0.26, -0.32, -0.53], [0.41, 0.02, 0.01], [-0.50, 0.50, 0.08], [0.10, -0.05, -0.14], [-0.19, -0.38, -0.32], [-0.21, 0.76, 0.36], [0.50, -0.60, -0.03], [-0.59, -0.15, -0.74], [0.27, 0.74, 0.72], [0.24, 0.18, 0.36], [-1.12, -0.22, 0.20], [-0.12, 0.73, 0.20], [0.42, 0.53, 0.04], [0.21, 0.53, 0.30], [0.53, 0.01, 0.06]]}